# 1
C27H30N5O4PSY as an isolated structure in a non-equilibrium geometry, computed with ωB97M-V/def2-TZVPD.

Summary:
E_tot ... -65289.16218 eV
Gap between HOMO and LUMO ... 8.0 eV
ΔE to the lowest compared entry with this formula, charge and spin ... 267.1 kJ/mol
Strongest force on any atom ... 0.061 hartree/bohr
E_HOMO ... -11.296 eV
Net charge ... +1

Last column: Löwdin charge in e.
Element x y z (Å)
Y (0.253117, 0.248601, -0.499139)  1.284
C (3.486079, 1.389139, -5.892683)  -0.078
C (3.681567, 0.399733, -4.745249)  -0.262
N (2.444091, -0.273411, -4.345597)  0.008
C (1.487166, 0.276009, -3.582984)  -0.579
S (1.996459, 1.748969, -2.652904)  1.070
N (0.287465, -0.193903, -3.609958)  0.046
N (-0.588342, 0.040137, -2.600758)  -0.084
C (-1.818309, 0.298809, -2.868233)  -0.238
C (-2.324614, 0.482012, -4.259535)  0.000
C (-2.718248, 0.450455, -1.709582)  -0.199
C (-4.028374, 0.885030, -1.864371)  0.015
C (-4.843423, 1.008813, -0.751324)  -0.019
C (-4.333776, 0.680392, 0.492320)  -0.018
C (-3.016476, 0.264073, 0.568982)  -0.100
N (-2.214953, 0.160977, -0.490273)  0.034
H (4.449141, 1.795407, -6.202482)  0.081
H (2.843116, 2.213526, -5.588080)  0.064
H (3.033157, 0.890933, -6.750155)  0.080
H (4.104398, 0.902849, -3.873202)  0.087
H (4.381820, -0.378168, -5.042104)  0.120
H (2.135809, -1.039752, -4.926326)  0.152
H (-1.597331, 0.086292, -4.963179)  0.078
H (-2.463014, 1.545397, -4.469215)  0.108
H (-3.277081, -0.027005, -4.400736)  0.091
H (-4.405914, 1.131252, -2.845614)  0.117
H (-5.863209, 1.352744, -0.858269)  0.123
H (-4.935487, 0.753275, 1.386564)  0.118
H (-2.588091, -0.003751, 1.525331)  0.082
O (1.560824, -3.573970, -1.168765)  0.087
C (2.233177, -2.681125, -0.722674)  -0.475
C (3.638955, -2.798843, -0.135647)  -0.067
C (4.071375, -1.350888, 0.099148)  -0.064
C (2.784603, -0.588689, -0.104843)  -0.556
O (2.565002, 0.607882, 0.164071)  -0.112
N (1.810449, -1.353927, -0.632545)  0.008
H (4.294118, -3.369331, -0.788960)  0.125
H (3.548569, -3.353156, 0.800295)  0.128
H (4.791610, -1.007045, -0.645914)  0.131
H (4.493078, -1.150648, 1.082734)  0.124
C (1.803520, 0.067786, 3.101508)  -0.211
P (0.206205, 0.060649, 2.204841)  0.962
C (-0.663528, 1.448037, 3.013587)  -0.371
C (-1.803466, 1.324362, 3.802323)  -0.101
C (-2.380499, 2.453289, 4.367416)  -0.069
C (-1.825792, 3.705153, 4.148878)  -0.068
C (-0.703596, 3.836374, 3.342808)  -0.062
C (-0.129554, 2.715435, 2.766964)  -0.095
C (-0.574831, -1.482706, 2.777746)  -0.382
C (-0.974146, -2.418904, 1.823386)  -0.110
C (-1.555413, -3.615790, 2.214098)  -0.061
C (-1.741182, -3.883372, 3.561420)  -0.062
C (-1.325862, -2.968268, 4.519817)  -0.061
C (-0.739138, -1.774639, 4.132370)  -0.095
H (2.360227, 0.962743, 2.829480)  0.049
H (2.383927, -0.807815, 2.808189)  0.048
H (1.641181, 0.048579, 4.178080)  0.056
H (-2.247465, 0.353899, 3.980739)  0.096
H (-3.263526, 2.351862, 4.985112)  0.110
H (-2.272366, 4.580213, 4.602245)  0.111
H (-0.278961, 4.815018, 3.161849)  0.113
H (0.728704, 2.819386, 2.110624)  0.107
H (-0.810877, -2.230785, 0.766824)  0.080
H (-1.853433, -4.340045, 1.467513)  0.114
H (-2.200615, -4.814190, 3.866882)  0.112
H (-1.454799, -3.186638, 5.571908)  0.113
H (-0.402251, -1.067939, 4.880937)  0.110
O (0.573245, 2.417232, -2.235017)  -0.527
O (0.145785, 2.161985, -0.880670)  -0.416

Cartesian forces, eV/Å:
Y 0.09 -1.93 0.83
C 0.04 -0.14 0.14
C -0.17 0.21 -0.20
N 0.26 0.10 -0.09
C -0.48 0.59 0.37
S 0.31 -0.36 -0.15
N 0.13 -0.53 -0.79
N -0.75 0.19 -0.54
C 0.30 -0.11 -0.47
C 0.01 -0.10 0.04
C -0.27 0.03 0.27
C 0.14 -0.04 -0.13
C 0.03 -0.02 0.13
C -0.09 0.06 -0.12
C 0.04 -0.03 0.04
N -0.20 -0.05 -0.08
H -0.03 0.02 0.00
H -0.02 0.03 -0.02
H 0.01 0.01 -0.01
H 0.07 -0.08 -0.02
H 0.04 -0.04 0.11
H -0.10 -0.07 0.11
H -0.01 0.02 0.00
H -0.02 0.00 0.00
H -0.02 0.03 -0.01
H 0.01 -0.01 0.00
H 0.00 0.00 0.00
H 0.02 -0.02 0.02
H 0.00 0.01 0.01
O 0.06 0.03 0.07
C 0.04 -0.05 -0.16
C -0.02 0.03 0.08
C 0.00 -0.05 0.00
C 0.24 -0.18 0.07
O 0.03 -0.10 0.15
N 0.62 -0.83 -0.05
H -0.05 -0.01 -0.05
H 0.04 -0.02 -0.01
H 0.02 0.04 0.03
H 0.00 0.04 -0.01
C 0.02 0.01 -0.14
P -0.15 -0.37 1.90
C 0.02 -0.03 -0.15
C 0.02 0.02 -0.02
C -0.03 0.00 0.01
C -0.03 0.00 0.01
C 0.03 0.06 0.00
C -0.07 -0.09 0.00
C 0.02 0.13 -0.05
C 0.06 0.09 0.12
C -0.02 -0.06 -0.05
C -0.01 -0.04 -0.03
C 0.03 0.06 0.08
C 0.01 -0.05 -0.05
H 0.02 -0.01 0.00
H 0.00 0.01 -0.01
H -0.05 -0.01 0.00
H 0.02 -0.04 0.03
H 0.01 0.00 0.00
H 0.00 0.00 -0.01
H 0.00 -0.01 -0.02
H 0.02 0.07 0.04
H -0.04 -0.05 -0.03
H 0.00 0.01 0.00
H 0.01 0.00 0.00
H 0.00 -0.01 -0.01
H -0.04 -0.01 0.04
O -0.29 0.63 -0.39
O 0.12 3.01 -0.79


# 2
A 11-piece molecular cluster, C25H71NO11 overall in a non-equilibrium geometry, computed with ωB97M-V/def2-TZVPD.

Summary:
E_tot ... -51083.55499 eV
Gap between HOMO and LUMO ... 8.6 eV
SMILES ... CC1(C)CCCC(C)(C)N1O.CCO.CCO.CCO.CCO.CCO.CCO.CCO.CCO.O.O
ΔE to the lowest compared entry with this formula, charge and spin ... 257.3 kJ/mol
Strongest force on any atom ... 0.075 hartree/bohr
E_HOMO ... -8.481 eV

Last column: Löwdin charge in e.
Element x y z (Å)
C (0.475933, 2.341908, 2.612659)  -0.014
C (1.938109, 2.818004, 3.070854)  -0.506
C (2.080504, 4.264113, 2.673367)  -0.038
C (1.921187, 2.773051, 4.633805)  -0.123
C (2.121985, 1.406521, 5.326623)  -0.181
C (3.303777, 0.688551, 4.782091)  -0.160
C (3.371033, 0.569270, 3.250404)  -0.405
C (4.843839, 0.185884, 2.870505)  -0.029
C (2.376481, -0.561568, 2.722516)  -0.019
N (3.044634, 1.973305, 2.662527)  -0.106
O (3.082576, 1.953188, 1.298365)  -0.020
H (0.604775, 2.093293, 1.559236)  0.063
H (0.135030, 1.442928, 3.126182)  0.054
H (-0.258399, 3.108816, 2.859045)  0.079
H (2.978903, 4.699730, 3.110650)  0.091
H (2.120557, 4.294614, 1.584530)  0.083
H (1.180387, 4.818210, 2.939572)  0.086
H (2.654247, 3.452013, 5.069381)  0.114
H (0.949220, 3.151853, 4.949846)  0.112
H (2.126180, 1.530524, 6.409542)  0.115
H (1.267349, 0.740717, 5.206600)  0.090
H (3.122434, -0.355052, 5.039230)  0.114
H (4.259111, 1.030394, 5.180308)  0.121
H (5.367790, 1.038688, 3.302160)  0.074
H (5.185167, 0.246545, 1.837105)  0.074
H (5.186038, -0.723623, 3.364253)  0.085
H (2.239547, -0.651898, 1.644929)  0.067
H (1.350391, -0.267653, 2.943553)  0.042
H (2.594521, -1.546260, 3.135951)  0.075
H (2.296895, 1.453771, 1.064062)  0.062
C (-3.974665, 1.958493, -0.085897)  -0.065
C (-2.894367, 2.906138, 0.484702)  -0.321
O (-3.478767, 4.128704, 0.882983)  -0.080
H (-3.551032, 0.957254, -0.164423)  0.046
H (-4.379707, 2.286048, -1.043369)  0.075
H (-4.673170, 1.809953, 0.737585)  0.069
H (-2.080376, 3.170265, -0.190386)  0.097
H (-2.391655, 2.452340, 1.338776)  0.096
H (-3.656831, 4.091173, 1.825569)  0.081
C (-6.430311, -1.182776, 0.447704)  -0.052
C (-5.911028, -1.897732, -0.864334)  -0.338
O (-5.751118, -3.263968, -0.802636)  -0.069
H (-7.483420, -1.448998, 0.538302)  0.065
H (-6.422299, -0.103099, 0.298306)  0.052
H (-5.829144, -1.362112, 1.339066)  0.066
H (-4.963841, -1.410719, -1.096178)  0.083
H (-6.496555, -1.756091, -1.772726)  0.108
H (-5.758744, -3.643464, -1.684413)  0.087
C (-1.167265, -1.310813, -0.979912)  -0.086
C (-0.265626, -0.223653, -1.447428)  -0.303
O (0.931034, -0.734747, -2.036213)  -0.089
H (-1.476119, -1.875403, -1.859648)  0.066
H (-2.084337, -0.906057, -0.551841)  0.062
H (-0.828168, -2.100144, -0.309047)  0.069
H (0.065707, 0.246314, -0.521442)  0.100
H (-0.873391, 0.395989, -2.106792)  0.111
H (1.223529, -0.004820, -2.586911)  0.036
C (-3.072292, -0.312678, -4.518426)  -0.069
C (-2.561807, -0.012879, -5.953774)  -0.294
O (-1.218828, 0.457881, -5.938233)  -0.100
H (-2.529835, -1.127223, -4.038460)  0.061
H (-4.148498, -0.479626, -4.473649)  0.065
H (-3.071163, 0.618833, -3.952398)  0.060
H (-3.167782, 0.792376, -6.369050)  0.101
H (-2.625556, -0.823636, -6.679519)  0.106
H (-1.251662, 1.416950, -5.911809)  0.022
C (4.109582, -1.515695, -1.711577)  -0.077
C (5.081808, -2.658643, -2.173310)  -0.269
O (5.560279, -2.236871, -3.464099)  -0.101
H (4.628412, -0.565981, -1.581345)  0.069
H (3.765759, -1.643934, -0.685208)  0.055
H (3.314546, -1.441398, -2.453528)  0.048
H (4.434746, -3.521984, -2.328383)  0.097
H (5.933285, -2.901788, -1.537714)  0.110
H (4.788469, -2.383435, -4.015843)  0.067
C (-1.768731, 4.361830, -3.464689)  -0.073
C (-1.088792, 3.461271, -4.459407)  -0.352
O (-1.933128, 3.193385, -5.530547)  -0.061
H (-1.852227, 5.372563, -3.864105)  0.078
H (-1.274998, 4.457146, -2.497602)  0.072
H (-2.738852, 3.913422, -3.250446)  0.076
H (-0.730467, 2.576400, -3.933372)  0.098
H (-0.134373, 3.863218, -4.799432)  0.119
H (-1.401511, 3.429613, -6.294212)  0.102
C (-0.795712, -1.630177, 4.595598)  -0.072
C (-1.602643, -2.274349, 3.428047)  -0.334
O (-2.762270, -1.561930, 3.183513)  -0.072
H (-1.415628, -1.560563, 5.489451)  0.070
H (-0.668547, -0.594235, 4.281344)  0.044
H (0.162921, -2.089810, 4.836135)  0.070
H (-1.938878, -3.285010, 3.659616)  0.113
H (-0.963531, -2.260009, 2.545200)  0.089
H (-3.432486, -2.041738, 3.675651)  0.086
C (1.867810, -4.304196, 1.822168)  -0.074
C (1.476394, -4.719638, 0.419122)  -0.337
O (2.355683, -5.647342, -0.196933)  -0.074
H (1.148757, -3.529788, 2.089275)  0.052
H (2.869812, -3.881545, 1.748203)  0.075
H (1.850919, -5.131611, 2.531528)  0.078
H (1.549184, -3.824945, -0.199214)  0.095
H (0.438609, -5.035319, 0.312127)  0.109
H (2.238006, -5.602522, -1.148639)  0.078
O (1.059855, -3.393139, -3.804650)  -0.055
H (0.842288, -2.821507, -4.540955)  0.026
H (0.790476, -2.899666, -3.029960)  -0.005
O (1.904091, 0.886010, -4.343698)  -0.031
H (2.019639, 0.273328, -5.069998)  0.049
H (2.640334, 1.492675, -4.422045)  0.050

Cartesian forces, eV/Å:
C 1.70 -0.34 0.27
C -1.81 -1.39 3.11
C 0.24 -0.18 -0.95
C -0.41 -0.26 0.52
C -1.07 0.79 -0.69
C 0.24 -1.50 -0.48
C -0.82 0.35 -1.65
C -0.32 1.80 0.61
C -0.45 1.45 0.18
N 1.20 -0.69 1.43
O 0.37 -0.29 -1.53
H -0.92 0.33 -0.25
H 0.24 -0.10 0.08
H 0.12 0.12 -0.59
H -0.07 0.10 -0.12
H 0.29 0.28 -0.08
H 0.16 0.03 0.34
H 0.25 0.14 -0.28
H -0.09 0.23 0.02
H 0.51 0.19 0.05
H -0.39 0.15 -0.43
H 0.74 -0.22 0.63
H -0.04 0.06 -0.03
H 0.55 -0.16 0.27
H -0.81 -0.47 -0.23
H -0.23 -0.05 -0.09
H 1.03 -0.03 -0.34
H -0.11 -0.22 0.84
H 0.07 0.14 0.03
H -0.21 -0.31 -0.75
C 1.39 -0.19 0.93
C -0.20 -0.29 -0.16
O -0.12 0.57 0.18
H 0.21 -0.09 -0.51
H -0.25 0.03 0.33
H -0.64 0.39 -0.41
H -0.18 -0.20 -0.45
H -0.08 -0.32 0.10
H -0.10 0.04 -0.04
C -0.45 -0.74 -1.78
C 0.43 2.02 -0.09
O 0.22 -1.83 1.24
H 0.07 -0.16 0.67
H 0.15 0.02 -0.29
H -0.11 -0.47 -0.17
H 0.48 0.03 -0.02
H -0.74 1.01 0.36
H 0.00 0.13 0.08
C -1.18 -1.43 -0.79
C 0.67 -0.66 1.61
O -0.92 0.06 -0.32
H -0.29 -0.12 -0.21
H 0.03 0.15 0.07
H 0.69 0.46 0.29
H -0.20 1.08 -0.10
H 0.45 0.40 -0.08
H 0.64 -0.04 -0.54
C -0.33 0.46 -0.84
C -0.31 0.73 0.53
O 0.35 -0.69 -0.07
H -0.01 0.20 0.10
H -0.11 -0.73 -0.47
H 0.87 0.05 0.23
H -0.33 -0.01 0.00
H 0.04 -0.36 0.40
H -0.20 0.09 0.23
C 1.45 -0.54 0.86
C -1.42 1.51 -0.51
O 0.19 -0.56 0.23
H 0.25 0.11 -0.70
H -0.68 -0.59 -0.11
H -0.10 0.08 0.39
H 0.33 -0.45 0.31
H -0.18 0.24 0.02
H 0.16 0.15 -0.45
C -0.18 0.26 0.17
C 1.64 0.28 1.90
O -0.09 -0.33 -1.09
H -0.41 -0.04 -0.01
H 0.37 -0.22 -0.12
H -0.24 0.33 -0.08
H -0.50 -0.66 -0.13
H -0.01 0.50 -0.22
H -0.48 0.06 -0.45
C -0.96 0.17 -0.60
C 1.53 -0.50 1.20
O -1.17 0.78 -0.25
H 0.01 -0.29 0.13
H 0.41 0.09 0.06
H -0.07 -0.07 -0.19
H 0.76 -0.40 -0.05
H -0.14 -0.18 -0.19
H -0.38 0.42 -0.14
C 0.03 -0.46 -0.76
C -0.01 0.74 -1.19
O 0.32 -0.56 0.69
H 0.12 0.02 0.38
H 0.01 0.04 0.34
H -0.03 0.09 0.04
H -0.21 0.50 0.05
H -0.17 -0.34 0.41
H -0.08 0.04 -0.01
O 0.20 -0.46 -0.11
H -0.10 0.15 -0.15
H -0.02 0.45 0.31
O -0.19 0.11 0.25
H -0.13 -0.23 -0.21
H 0.25 0.17 0.08


# 3
C7H12ILuNO as an isolated structure in a non-equilibrium geometry, computed with ωB97M-V/def2-TZVPD.

Summary:
E_tot ... -52670.91295 eV
Gap between HOMO and LUMO ... 1.8 eV
Strongest force on any atom ... 0.183 hartree/bohr
E_HOMO ... -17.538 eV
Net charge ... +3

Last column: Löwdin charge in e.
Element x y z (Å)
C (-2.157642, 2.485302, 0.133247)  -0.102
C (-0.941709, 1.479091, -0.416294)  -0.569
I (0.190175, 2.401866, -2.104167)  0.809
C (0.068547, 0.999223, 0.813503)  -0.135
C (0.352738, -0.598679, 0.584603)  -0.322
C (1.394944, -1.099051, -0.579004)  -0.118
C (1.016968, -2.726363, -0.513415)  -0.033
C (0.804379, -2.884429, 1.138126)  -0.151
O (0.644193, -4.074672, 1.752533)  0.135
N (0.776746, -1.470734, 1.755910)  0.114
H (-2.196142, 3.391410, -0.607817)  0.074
H (-3.194567, 1.910853, 0.002302)  0.137
H (-1.954424, 2.790703, 1.256124)  0.122
H (-1.515397, 0.563428, -0.917842)  0.132
H (-0.377240, 1.266957, 1.870348)  0.157
H (1.083939, 1.601828, 0.687656)  0.136
H (-0.737991, -1.013858, 0.371952)  0.158
H (2.460141, -1.121774, -0.045394)  0.153
H (1.407721, -0.578128, -1.627147)  0.102
H (1.743350, -3.475578, -1.047141)  0.159
H (-0.063894, -2.730062, -1.019416)  0.151
H (0.247464, -1.373916, 2.649818)  0.167
Lu (0.947701, 4.256580, -4.138483)  1.724

Cartesian forces, eV/Å:
C 0.25 -0.05 -0.97
C -3.60 -1.83 4.24
I 0.98 0.66 -1.26
C 1.58 0.26 -1.13
C -1.42 -0.77 -0.61
C 0.82 -1.51 2.32
C -1.24 1.75 -0.42
C -0.56 -4.84 2.31
O 1.13 8.54 -3.80
N -0.69 -2.03 -2.04
H -0.19 -1.46 1.85
H 2.37 1.13 0.41
H -0.42 -0.47 -2.57
H 1.85 1.99 0.37
H 0.59 -0.45 -2.30
H -1.97 -1.29 0.60
H 1.99 0.88 -0.14
H -2.08 0.82 -1.47
H -0.27 -1.19 2.03
H -1.43 1.44 1.50
H 2.17 -0.74 1.33
H 0.48 -0.36 -0.86
Lu -0.33 -0.47 0.61